Entry from OMol25: C18H24As2N2O3RhS2 as an isolated structure (the ωB97M-V functional and the def2-TZVPD basis).

Geometry (Å):
Rh  -0.5961  0.2569  -0.1110
C  2.4960  -0.1693  -2.3481
As  1.7688  0.1456  -0.5830
C  2.6853  -1.1754  0.4789
C  2.4530  1.8737  -0.0271
C  3.7850  2.0796  0.3068
C  4.2076  3.3307  0.7371
C  3.3018  4.3755  0.8332
C  1.9688  4.1785  0.4947
C  1.5425  2.9309  0.0635
As  -0.2805  2.5549  -0.4648
C  -1.4169  3.9011  0.3127
C  -0.2725  3.0186  -2.3433
H  3.5833  -0.1220  -2.3059
H  2.1292  0.5754  -3.0493
H  2.1841  -1.1580  -2.6811
H  3.7557  -1.1026  0.2940
H  2.3240  -2.1545  0.1693
H  2.4681  -1.0239  1.5333
H  4.5017  1.2694  0.2447
H  5.2441  3.4855  1.0047
H  3.6318  5.3469  1.1760
H  1.2702  5.0019  0.5805
H  -1.1470  4.8832  -0.0713
H  -1.3277  3.8798  1.3970
H  -2.4420  3.6671  0.0318
H  0.0774  4.0449  -2.4447
H  -1.2761  2.9217  -2.7535
H  0.3932  2.3482  -2.8796
O  -1.6307  -0.0967  -1.8562
N  -2.0368  -1.3147  -1.9479
N  -1.6061  -2.1140  -1.0760
O  -0.6752  -1.8011  -0.1674
C  -2.0815  -3.4723  -1.0812
C  -3.3281  -3.7577  -1.6149
C  -3.7609  -5.0738  -1.6110
C  -2.9628  -6.0739  -1.0732
C  -1.7231  -5.7616  -0.5344
C  -1.2712  -4.4514  -0.5325
H  -3.9432  -2.9682  -2.0210
H  -4.7315  -5.3148  -2.0223
H  -3.3114  -7.0977  -1.0680
H  -1.1024  -6.5404  -0.1129
H  -0.3131  -4.1853  -0.1125
C  -1.5360  0.0211  4.7926
O  -2.3254  0.0025  3.5829
C  -1.7697  0.1803  2.4235
S  -0.1018  0.4492  2.1503
S  -2.7050  0.1421  1.0249
H  -2.0027  -0.6956  5.4597
H  -1.5875  1.0224  5.2128
H  -0.5066  -0.2627  4.5892

Results
Total charge: +1
Calculated total energy (Ha): -6413.7409
Multiplicity: 1
LUMO (eV): -2.8

Atomic partial charges in e from the Löwdin method, atoms 1 to 2: atom 1 (Rh): 0.293, atom 2 (C): -0.236

Entry from OMol25: a 2-piece molecular cluster, C4H10N2 overall (the ωB97M-V functional and the def2-TZVPD basis).

Geometry (Å):
C  1.2475  -0.8800  -1.8022
C  0.0241  -0.3275  -1.6464
N  -1.1256  -0.5721  -2.4063
H  2.0007  -0.5667  -0.9935
H  1.5276  -1.7686  -2.4660
H  -0.2929  0.6133  -1.0131
H  -1.2445  -1.5909  -2.6098
H  -2.0221  -0.0827  -2.2710
C  -0.9427  1.4037  1.6385
C  0.1304  0.7134  1.5221
N  0.9703  -0.0242  2.4156
H  -0.9052  2.0025  2.6148
H  -1.8083  1.7220  1.0732
H  0.6851  0.5927  0.6058
H  0.4257  -0.3237  3.3122
H  1.3300  -0.9114  2.0261

Results
Total charge: 0
SMILES: C=CN.C=CN
Calculated total energy (Ha): -267.7862
Multiplicity: 1
LUMO (eV): 0.9

Atomic partial charges in e from the Löwdin method, atoms 1 to 2: atom 1 (C): -0.054, atom 2 (C): -0.340

Entry from OMol25: a 11-piece molecular cluster, C54H141N11O16 overall (the ωB97M-V functional and the def2-TZVPD basis).

Geometry (Å):
C  0.6308  -2.0415  1.6770
O  0.2804  -1.2128  0.5975
C  0.5444  -1.7935  -0.6547
C  0.4062  -0.7770  -1.7810
C  -1.0230  -0.5934  -2.2994
N  1.1759  -1.1983  -2.9651
H  1.5633  -2.5714  1.4622
H  -0.1461  -2.8086  1.8055
H  0.6774  -1.5391  2.6424
H  1.6218  -2.0277  -0.6507
H  0.0059  -2.7148  -0.9092
H  0.7346  0.2310  -1.5132
H  -1.0018  -0.0186  -3.2241
H  -1.6480  -0.0668  -1.5735
H  -1.4836  -1.5570  -2.5286
H  0.7886  -2.0867  -3.2970
H  2.1009  -1.5282  -2.6623
C  -1.2121  -4.7994  -3.1072
O  -0.5547  -3.6560  -3.6047
C  -1.1468  -3.1479  -4.7923
C  -1.0575  -4.1565  -5.9526
C  0.3306  -4.8048  -6.0010
N  -1.3540  -3.4463  -7.2204
H  -2.2422  -4.8857  -3.4736
H  -1.2536  -4.8408  -2.0216
H  -0.7889  -5.7373  -3.4852
H  -2.1598  -2.7958  -4.5662
H  -0.6204  -2.2196  -5.0320
H  -1.8308  -4.9252  -5.9134
H  1.0936  -4.0325  -6.1209
H  0.4523  -5.4643  -6.8645
H  0.5293  -5.4311  -5.1312
H  -0.6381  -2.7740  -7.4856
H  -1.2736  -4.1761  -7.9245
C  -3.5591  1.7233  -4.2463
O  -3.8313  1.1732  -5.5095
C  -3.6934  -0.2551  -5.4896
C  -4.3614  -0.8301  -6.7383
C  -5.8630  -0.6222  -6.7072
N  -4.0862  -2.2574  -6.8602
H  -3.2425  2.7588  -4.3632
H  -2.7394  1.2001  -3.7392
H  -4.3854  1.6709  -3.5259
H  -2.6133  -0.4301  -5.5866
H  -3.9940  -0.7255  -4.5474
H  -3.8507  -0.3959  -7.6009
H  -6.2524  0.3871  -6.6271
H  -6.2333  -1.2004  -5.8472
H  -6.3273  -1.2019  -7.5101
H  -3.0933  -2.5248  -6.8595
H  -4.4440  -2.7735  -6.0532
C  -1.4349  -6.5118  3.8159
O  -1.4323  -5.1586  4.1964
C  -1.5082  -5.0285  5.6021
C  -1.3863  -3.5932  6.0721
C  -0.1603  -2.8546  5.5147
N  -1.4741  -3.5204  7.5398
H  -2.4749  -6.8521  3.7498
H  -0.9010  -7.2044  4.4762
H  -0.9490  -6.6372  2.8464
H  -2.4804  -5.3788  5.9681
H  -0.7464  -5.6310  6.1124
H  -2.2496  -3.0211  5.7183
H  -0.0834  -3.0705  4.4451
H  0.7898  -3.2330  5.9125
H  -0.1455  -1.7803  5.6946
H  -1.7799  -2.5754  7.7413
H  -0.5354  -3.6020  7.9196
C  0.1227  6.8878  -4.3594
O  0.1395  5.6016  -3.8080
C  -0.1481  5.5900  -2.4308
C  -0.1631  4.2028  -1.8285
C  -1.1572  3.2352  -2.4591
N  -0.5346  4.3323  -0.3866
H  0.0957  6.8755  -5.4483
H  0.9808  7.4681  -4.0076
H  -0.8250  7.3825  -4.0965
H  0.5659  6.2078  -1.8665
H  -1.1430  6.0486  -2.3373
H  0.8273  3.7610  -1.9877
H  -0.8676  2.9689  -3.4747
H  -2.1620  3.6603  -2.5363
H  -1.2616  2.3440  -1.8371
H  0.2373  4.7227  0.1398
H  -0.6962  3.3543  -0.1750
C  3.3860  2.2993  -1.6073
O  4.3854  3.2097  -1.2028
C  4.0682  4.5143  -1.6486
C  5.2927  5.4033  -1.4191
C  5.3933  5.7293  0.0582
N  5.1785  6.6244  -2.2523
H  3.5007  2.0660  -2.6698
H  2.3577  2.6378  -1.4421
H  3.4585  1.3791  -1.0290
H  3.8652  4.4789  -2.7269
H  3.1929  4.8763  -1.0938
H  6.1866  4.9488  -1.8427
H  4.8089  6.5994  0.3667
H  6.4074  5.9424  0.4154
H  5.0754  4.9077  0.7073
H  5.8854  7.2905  -1.9627
H  4.2899  7.1003  -2.1339
C  4.5981  -1.5749  -3.1112
O  3.8692  -2.5671  -2.4257
C  3.9069  -3.8319  -3.0448
C  2.7912  -4.7290  -2.5118
N  3.0903  -4.9874  -1.0815
C  1.9358  -5.6573  -0.4741
C  2.1633  -5.9501  1.0078
O  2.2124  -4.7388  1.7244
C  2.2565  -4.9507  3.1054
H  4.4630  -0.5983  -2.6423
H  4.1960  -1.4823  -4.1239
H  5.6767  -1.7410  -3.0464
H  4.8812  -4.3117  -2.9376
H  3.6440  -3.6718  -4.1013
H  2.6410  -5.6645  -3.0459
H  1.8707  -4.1403  -2.6141
H  3.1417  -4.0801  -0.6235
H  1.7604  -6.6134  -0.9758
H  1.0167  -5.0703  -0.6175
H  3.1322  -6.4586  1.0403
H  1.3623  -6.6178  1.3385
H  3.1474  -5.4726  3.4819
H  1.4561  -5.6246  3.4436
H  2.1654  -4.0196  3.6610
C  -3.8860  -3.6800  -0.3017
O  -4.6038  -4.0881  -1.4357
C  -4.9555  -2.9956  -2.2535
C  -5.9139  -3.3432  -3.3806
N  -5.1369  -3.9775  -4.4422
C  -5.9840  -4.6605  -5.4299
C  -6.5754  -5.9498  -4.9296
O  -5.6488  -6.7416  -4.2268
C  -6.2076  -7.9791  -3.8173
H  -4.4219  -2.9112  0.2685
H  -2.9490  -3.1951  -0.6163
H  -3.6549  -4.5203  0.3468
H  -4.0283  -2.6056  -2.6989
H  -5.3714  -2.1882  -1.6346
H  -6.3039  -2.3833  -3.7528
H  -6.8805  -3.7789  -3.0951
H  -4.4959  -4.6413  -4.0226
H  -5.4070  -4.8345  -6.3430
H  -6.7643  -3.9869  -5.7909
H  -6.9136  -6.5182  -5.8099
H  -7.4607  -5.8024  -4.2947
H  -6.9917  -7.7254  -3.0996
H  -5.4496  -8.6125  -3.3649
H  -6.5828  -8.5157  -4.6938
C  2.8034  0.7618  1.7514
O  4.1046  1.2435  1.5050
C  4.6396  1.9001  2.6239
C  5.9728  2.5049  2.2498
N  6.4417  3.4837  3.2247
C  7.7992  3.9369  2.8855
C  8.2088  5.1320  3.7611
O  9.4955  5.5021  3.3620
C  9.9503  6.6812  3.9814
H  2.4096  0.1643  0.9303
H  2.1296  1.6305  1.7643
H  2.6861  0.2330  2.6993
H  4.7527  1.2710  3.5150
H  3.9747  2.7267  2.9124
H  6.0309  2.9988  1.2760
H  6.6901  1.6808  2.0790
H  6.5749  2.9950  4.1074
H  7.9371  4.2162  1.8396
H  8.4750  3.0816  3.0207
H  8.1499  4.8362  4.8165
H  7.4744  5.9230  3.5635
H  10.9968  6.8101  3.7170
H  9.8896  6.6245  5.0763
H  9.3391  7.5459  3.6999
C  -3.6731  0.9539  0.4373
O  -4.0375  2.0161  -0.4146
C  -4.2237  3.2398  0.2564
C  -5.1934  4.0745  -0.5930
N  -5.5387  5.3926  -0.0066
C  -4.3768  6.2852  0.1889
C  -3.8061  6.8020  -1.1210
O  -4.7798  7.4279  -1.8898
C  -4.2873  8.1101  -3.0330
H  -4.4445  0.7861  1.1984
H  -2.6776  1.0481  0.8798
H  -3.7265  0.0573  -0.1849
H  -3.2986  3.8259  0.1727
H  -4.5419  3.1898  1.2995
H  -6.1296  3.5272  -0.7363
H  -4.8215  4.1465  -1.6236
H  -6.0293  5.8246  -0.7878
H  -3.5977  5.8001  0.7684
H  -4.7837  7.1856  0.6601
H  -3.3764  5.9254  -1.6348
H  -2.9588  7.4662  -0.8934
H  -3.9013  7.3843  -3.7514
H  -3.4916  8.7619  -2.6500
H  -5.0477  8.7611  -3.4530
C  3.2160  -1.0442  5.4363
O  2.3554  -0.4597  6.3767
C  2.6877  -0.6196  7.7457
C  1.5238  -0.2233  8.6291
N  1.7261  1.1106  9.2374
C  0.6655  1.4381  10.1708
C  0.9214  2.8025  10.8343
O  -0.2141  3.2472  11.5233
C  -0.1402  4.6322  11.8801
H  3.7750  -1.9267  5.7750
H  4.0227  -0.3252  5.2446
H  2.6955  -1.3038  4.5182
H  3.6577  -0.1767  7.9888
H  2.8383  -1.7057  7.8579
H  1.5163  -0.8466  9.5296
H  0.5497  -0.3938  8.1567
H  1.6366  1.7637  8.4613
H  0.5190  0.7218  10.9805
H  -0.2555  1.5415  9.5781
H  1.1672  3.4625  9.9902
H  1.7255  2.7325  11.5768
H  0.7000  4.7026  12.5803
H  -1.0945  4.8808  12.3278
H  0.1079  5.2060  10.9839

Results
Total charge: 0
SMILES: COC[C@H](C)N.COC[C@H](C)N.COC[C@H](C)N.COC[C@H](C)N.COC[C@H](C)N.COC[C@H](C)N.COCCNCCOC.COCCNCCOC.COCCNCCOC.COCCNCCOC.COCCNCCOC
Calculated total energy (Ha): -3947.7765
Multiplicity: 1
LUMO (eV): 0.5

Atomic partial charges in e from the Löwdin method, atoms 1 to 2: atom 1 (C): -0.115, atom 2 (O): -0.182

Entry from OMol25: a 8-piece molecular cluster, C24H32F18NO15S overall (the ωB97M-V functional and the def2-TZVPD basis).

Geometry (Å):
O  1.5111  0.6049  -1.3537
N  0.8157  1.1791  -1.9646
O  -0.5942  0.0138  -2.5897
S  -1.7516  -0.3093  -1.6696
O  -3.0787  0.2164  -2.3792
H  -1.9453  -1.6060  -2.0054
H  -3.5493  0.8610  -1.8273
C  3.4912  1.2827  -4.1076
C  3.4604  0.4986  -5.4045
O  3.6955  1.3914  -6.5095
C  4.9619  1.7272  -6.7391
O  5.9287  1.3376  -6.1607
C  5.0040  2.7854  -7.8724
F  4.0036  3.6565  -7.6656
F  4.8272  2.2140  -9.0664
F  6.1574  3.4322  -7.8650
H  2.7861  2.1171  -4.1385
H  3.2557  0.6160  -3.2761
H  4.4887  1.6830  -3.9317
H  2.4818  0.0682  -5.6069
H  4.1989  -0.3023  -5.4035
C  -0.3370  0.4084  4.4932
C  -1.7946  0.0310  4.5573
O  -2.2236  -0.6073  3.3152
C  -1.9435  -1.8861  3.1970
O  -1.3768  -2.6107  3.9574
C  -2.5078  -2.4186  1.8539
F  -2.2175  -1.5598  0.8359
F  -3.8332  -2.5349  1.9049
F  -1.9781  -3.5925  1.5399
H  -0.1405  1.0501  3.6328
H  -0.0610  0.9517  5.3940
H  0.2965  -0.4755  4.4206
H  -2.4430  0.8990  4.6431
H  -2.0068  -0.6442  5.3848
C  1.6412  5.4466  -7.2544
C  0.6421  4.4392  -6.7410
O  0.3849  4.5867  -5.3186
C  -0.5007  5.5041  -4.9698
O  -1.1217  6.2362  -5.6762
C  -0.6925  5.4677  -3.4317
F  0.4773  5.3871  -2.7850
F  -1.4128  4.3727  -3.1010
F  -1.3422  6.5380  -3.0080
H  2.5638  5.3979  -6.6785
H  1.8672  5.2060  -8.2928
H  1.2604  6.4662  -7.2140
H  1.0356  3.4275  -6.8244
H  -0.3042  4.4907  -7.2782
C  1.4199  -4.1173  1.6876
C  1.1705  -4.9185  0.4329
O  1.4411  -4.1273  -0.7624
C  2.7131  -4.0433  -1.1136
O  3.6633  -4.5139  -0.5691
C  2.8482  -3.2279  -2.4255
F  2.0726  -2.1147  -2.3869
F  2.4519  -3.9523  -3.4723
F  4.0997  -2.8395  -2.6137
H  0.8259  -3.2027  1.6883
H  1.1358  -4.7080  2.5581
H  2.4728  -3.8536  1.7796
H  0.1261  -5.2029  0.3303
H  1.7831  -5.8178  0.3969
C  5.8040  -1.4550  7.4855
C  4.5674  -2.2530  7.1493
O  3.3839  -1.6558  7.7442
C  2.8458  -0.6484  7.0918
O  3.1943  -0.1653  6.0533
C  1.5855  -0.1482  7.8440
F  1.7851  -0.0527  9.1558
F  0.5721  -1.0047  7.6275
F  1.2192  1.0485  7.3819
H  5.9133  -1.3555  8.5652
H  6.6826  -1.9676  7.0935
H  5.7595  -0.4597  7.0452
H  4.6006  -3.2524  7.5757
H  4.4125  -2.3334  6.0740
C  -7.1667  -2.1239  0.6385
C  -8.2350  -1.0572  0.5769
O  -8.7840  -0.8055  1.8918
C  -8.0589  -0.0154  2.6641
O  -7.0123  0.5006  2.3964
C  -8.7738  0.2079  4.0208
F  -9.2506  -0.9377  4.5132
F  -9.7958  1.0559  3.8516
F  -7.9279  0.7313  4.9023
H  -7.5605  -3.0458  1.0660
H  -6.8004  -2.3392  -0.3661
H  -6.3334  -1.7906  1.2556
H  -9.0852  -1.3622  -0.0279
H  -7.8456  -0.1199  0.1806

Results
Total charge: +1
Calculated total energy (Ha): -4312.5636
Multiplicity: 1
LUMO (eV): -6.6

Atomic partial charges in e from the Löwdin method, atoms 1 to 2: atom 1 (O): 0.291, atom 2 (N): 0.306

HOMO level, respectively: -11.174; -8.222; -8.238; -13.095 eV.